A cluster of 2 separate species, C3H4INOS in total at a distorted geometry. Source: OMol25; level of theory: ωB97M-V/def2-TZVPD.

Computed properties:
HOMO level (alpha / beta) (eV): -8.79 / -8.81
ΔE to the lowest compared entry with this formula, charge and spin (eV): 5.964
LUMO level (alpha / beta) (eV): -2.46 / -2.80
Frontier orbital gap (alpha / beta) (eV): 6.33 / 6.01

CARTESIAN COORDINATES (ANGSTROEM)
C -0.47797 -2.80698 -1.62240
C -0.94559 -2.35712 -0.62112
C -0.03672 1.19790 0.87836
N -1.53016 -2.11835 0.53951
O -2.38594 -0.66403 2.34815
S -1.84219 -0.67459 1.03224
I -3.57250 0.36606 -0.50893
H -0.27219 -3.06372 -2.58229
H -0.56523 1.45629 0.05393
H 0.08931 1.69428 1.81359
H 0.69815 0.49920 0.72419

Cartesian forces (eV/Å) of the 3 atoms listed first:
-0.1651 0.5580 0.6900
-0.5214 -0.1209 0.6005
-0.9934 -2.1752 2.0059

The molecule C15H24ClNO2. Source: OMol25; level of theory: ωB97M-V/def2-TZVPD.

Computed properties:
SMILES: Cc1cc(OCCCCCNCCO)cc(C)c1Cl
HOMO level (eV): -8.28
ΔE to the lowest compared entry with this formula, charge and spin (eV): 0.211
LUMO level (eV): 0.79
Frontier orbital gap (eV): 9.07

CARTESIAN COORDINATES (ANGSTROEM)
C -5.43541 -2.83282 0.15225
C -4.79073 -1.49059 0.00631
C -3.41988 -1.36518 -0.11822
C -2.81443 -0.11602 -0.25423
O -1.46099 -0.12696 -0.37015
C -0.77340 1.10139 -0.49361
C 0.72011 0.80012 -0.57763
C 1.24504 0.19988 0.72551
C 2.70177 -0.24885 0.63356
C 3.67451 0.91678 0.44032
N 5.03792 0.51583 0.75216
C 5.64589 -0.33915 -0.24974
C 7.12124 -0.57104 0.08254
O 7.74709 -1.45416 -0.81500
C -3.60728 1.02460 -0.26442
C -4.98812 0.93115 -0.14144
C -5.84154 2.16077 -0.15377
C -5.55859 -0.32773 -0.00758
Cl -7.28231 -0.45814 0.14690
H -4.68829 -3.62109 0.14311
H -6.14028 -3.00309 -0.66059
H -5.99311 -2.88381 1.08656
H -2.78883 -2.23971 -0.11286
H -0.97887 1.73934 0.37734
H -1.10234 1.62673 -1.40135
H 0.88395 0.09539 -1.39430
H 1.24382 1.72807 -0.80931
H 0.62454 -0.66230 0.97496
H 1.14018 0.93224 1.52943
H 2.80447 -0.95920 -0.18806
H 2.97897 -0.75814 1.55792
H 3.58840 1.31080 -0.58701
H 3.40626 1.71595 1.13620
H 5.61278 1.34607 0.86374
H 5.12233 -1.30102 -0.23785
H 5.56585 0.07656 -1.27056
H 7.67748 0.36670 0.00403
H 7.20029 -0.93539 1.11618
H 7.28979 -2.30195 -0.78448
H -3.16843 2.00409 -0.36921
H -6.55675 2.11504 -0.97412
H -6.40976 2.23478 0.77265
H -5.23335 3.05404 -0.26623

Cartesian forces (eV/Å) of the 3 atoms listed first:
0.0395 0.0019 -0.0033
0.0172 0.0610 -0.0052
0.1221 0.1779 -0.0233

The molecule C2H6N2 at a distorted geometry. Source: OMol25; level of theory: ωB97M-V/def2-TZVPD.

Computed properties:
SMILES: [H]/N=C\NC
HOMO level (eV): -8.99
ΔE to the lowest compared entry with this formula, charge and spin (eV): 1.022
LUMO level (eV): 0.88
Frontier orbital gap (eV): 9.87

CARTESIAN COORDINATES (ANGSTROEM)
H -1.19274 1.11574 0.74868
N -0.47268 0.73944 1.40604
C 0.41735 -0.04335 0.86852
N 0.61206 -0.37936 -0.42246
C -0.43957 -0.21585 -1.44368
H 1.12557 -0.46230 1.54153
H 1.27803 -1.06902 -0.71665
H -0.10260 -0.73666 -2.29864
H -1.38047 -0.63102 -0.99152
H -0.57016 0.81787 -1.71746

Cartesian forces (eV/Å) of the 3 atoms listed first:
0.9499 -0.4599 0.3512
0.1782 -0.7952 -1.1323
-1.4962 1.5429 0.7311

The molecule C3H6N2S at a distorted geometry. Source: OMol25; level of theory: ωB97M-V/def2-TZVPD.

Computed properties:
HOMO level (eV): -8.55
ΔE to the lowest compared entry with this formula, charge and spin (eV): 4.610
LUMO level (eV): 0.89
Frontier orbital gap (eV): 9.44

CARTESIAN COORDINATES (ANGSTROEM)
C 0.80452 -0.10198 0.82571
C 0.33500 -0.03200 2.08831
C -0.93926 -0.76212 -0.76929
N 0.36205 -0.77898 -0.37514
N 0.38186 1.12507 -2.43371
S 0.19556 -0.32776 -2.01728
H 1.75212 0.37435 0.56748
H 0.69822 0.61382 2.89213
H -0.59125 -0.28438 2.41965
H -1.36052 -1.71629 -0.90345
H -1.51995 0.01968 -0.35911
H -0.11836 1.87060 -1.93531

Cartesian forces (eV/Å) of the 3 atoms listed first:
1.1091 0.1511 -0.9545
1.3108 1.4008 -1.4612
-2.3736 -0.2655 -0.5272

The molecule C5H10O. Source: OMol25; level of theory: ωB97M-V/def2-TZVPD.

Computed properties:
SMILES: CC[C@H]1O[C@H]1C
HOMO level (eV): -9.97
ΔE to the lowest compared entry with this formula, charge and spin (eV): 1.191
LUMO level (eV): 1.13
Frontier orbital gap (eV): 11.10

CARTESIAN COORDINATES (ANGSTROEM)
C -1.12228 -0.59407 1.88228
C -0.53821 -1.00242 0.52948
C 0.73794 -0.25989 0.18004
O 1.34401 -0.61026 -1.05555
C 1.01026 0.75577 -0.84758
C -0.02927 1.34396 -1.75589
H -0.36557 -0.56571 2.67433
H -1.91928 -1.27697 2.19544
H -1.56123 0.40419 1.81406
H -0.24310 -2.06194 0.52687
H -1.32161 -0.90970 -0.23146
H 1.44505 -0.25520 1.00779
H 1.90353 1.37138 -0.69781
H -0.96607 0.78852 -1.67702
H 0.31493 1.29621 -2.79313
H -0.21685 2.39447 -1.51069

Cartesian forces (eV/Å) of the 3 atoms listed first:
-0.0209 0.0776 0.0132
0.0097 0.0399 -0.0887
-0.0206 -0.1908 0.3303

A structure of composition C43H55ClCrFN6O8S2Si2. Source: OMol25; level of theory: ωB97M-V/def2-TZVPD.

Computed properties:
HOMO level (alpha / beta) (eV): -2.99 / -2.96
Net charge: -2
Multiplicity: 4
LUMO level (alpha / beta) (eV): 3.52 / 3.52
Frontier orbital gap (alpha / beta) (eV): 6.51 / 6.48

CARTESIAN COORDINATES (ANGSTROEM)
Cr -0.09793 -0.18899 -0.36591
C -0.91352 -6.70964 -3.59558
C -2.28529 -6.03513 -3.52574
C -3.28562 -6.95854 -2.85351
C -4.62397 -6.25912 -2.65810
C -4.41570 -5.03502 -1.80768
C -5.36589 -4.59636 -0.92662
C -5.13532 -3.44671 -0.17385
F -6.09650 -3.04544 0.67854
C -3.98664 -2.73291 -0.27914
C -2.99850 -3.16697 -1.16551
C -1.76057 -2.39449 -1.30603
O -1.58295 -1.42356 -0.55794
C -0.88459 -2.79935 -2.34047
C -1.15319 -3.94317 -3.00795
N -2.21156 -4.74634 -2.79517
C -3.20393 -4.32638 -1.92050
C 0.37570 -2.06755 -2.76915
O 0.89924 -2.49096 -3.81051
O 0.77247 -1.12101 -2.03987
H -1.04400 -7.75535 -3.88398
H -0.42799 -6.67174 -2.61542
H -0.24871 -6.24069 -4.32104
H -2.63495 -5.83194 -4.54085
H -2.88936 -7.25789 -1.87751
H -3.39015 -7.85232 -3.46784
H -5.34860 -6.92098 -2.18552
H -5.02784 -5.97419 -3.63363
H -6.30079 -5.13605 -0.81330
H -3.81916 -1.83840 0.30767
H -0.45173 -4.23787 -3.77689
C -0.02556 -0.60431 3.86976
Si -1.44571 -0.74659 2.64235
C -2.95299 -0.63193 3.84805
C -1.66488 -2.56920 2.23908
C -1.38338 0.67425 1.35492
C -0.75830 1.89680 2.01720
C -1.19479 2.36041 3.28312
C -0.64230 3.48046 3.86766
C 0.33411 4.19123 3.18107
C 0.66922 3.72770 1.92470
N 0.15034 2.63333 1.36218
Si -2.97716 1.35548 0.61947
C -3.76236 0.65281 -0.95622
C -4.47569 1.38928 1.77755
C -2.71708 3.18562 0.26461
H -0.05651 -1.49411 4.51537
H -0.09403 0.28865 4.49410
H 0.93554 -0.60394 3.34284
H -2.73182 -1.30685 4.69360
H -3.88600 -0.98834 3.38419
H -3.15913 0.35792 4.27016
H -1.20989 -3.11555 3.07266
H -1.15785 -2.91244 1.33681
H -2.72376 -2.83351 2.18658
H -1.97904 1.81870 3.79239
H -0.97220 3.80252 4.85142
H 0.80363 5.07509 3.59547
H 1.40121 4.26655 1.32061
H -4.61517 -0.00688 -0.73687
H -3.05268 0.10675 -1.57360
H -4.12781 1.49992 -1.54955
H -4.94228 0.39944 1.88130
H -5.22341 2.06791 1.34316
H -4.23340 1.75026 2.78188
H -1.84485 3.34204 -0.37948
H -2.55094 3.75920 1.18894
H -3.59554 3.59547 -0.24781
C 6.31675 3.33251 0.62453
C 5.99385 2.13369 1.53355
C 7.10147 2.04830 2.59686
C 4.66996 2.41056 2.26089
C 5.91575 0.81856 0.69537
O 7.27207 0.44403 0.36999
C 5.19013 -0.35545 1.39455
C 5.98214 -1.10528 2.50018
C 5.29354 -1.16344 3.84876
C 5.93960 -0.73995 5.00527
C 5.31275 -0.78874 6.24554
C 4.02247 -1.27592 6.32241
Cl 3.22321 -1.33795 7.88195
C 3.35402 -1.71756 5.19137
C 3.99120 -1.66092 3.95906
C 5.24723 0.98282 -0.68675
N 3.82191 1.24233 -0.69793
C 2.86074 0.35299 -0.47523
N 1.69302 0.94978 -0.58942
C 2.00141 2.22944 -0.94934
N 3.28837 2.47163 -0.99727
H 6.54784 4.20118 1.24858
H 5.46835 3.59317 -0.01203
H 7.19127 3.12741 -0.00410
H 7.21322 3.03131 3.06630
H 8.05951 1.76056 2.16119
H 6.84340 1.33734 3.38606
H 4.71774 3.40546 2.71835
H 4.48621 1.68678 3.06189
H 3.81289 2.40137 1.58272
H 7.25303 -0.47032 0.06333
H 4.91537 -1.08126 0.62351
H 4.23852 -0.00513 1.79220
H 6.97510 -0.67409 2.61702
H 6.12397 -2.13733 2.16875
H 6.95719 -0.36747 4.94478
H 5.81978 -0.44954 7.14053
H 2.34082 -2.09311 5.25813
H 3.45953 -2.02078 3.07594
H 5.40372 0.02814 -1.18706
H 5.72724 1.75246 -1.27899
H 3.01850 -0.70945 -0.25897
H 1.25567 2.98816 -1.14285
O 0.74664 -3.42937 0.00494
S 1.51930 -2.62254 0.94905
O 1.49328 -3.14334 2.31467
O 0.82901 -1.20704 1.01203
O 2.91160 -2.41189 0.49730
S -1.12523 3.25869 -3.43734
C -0.94294 1.99902 -2.41152
N -0.79860 1.10118 -1.68700

Cartesian forces (eV/Å) of the 3 atoms listed first:
0.7584 0.2135 0.2434
0.0196 0.0844 0.0837
0.1451 0.0166 0.1361

The molecule C5H6O at a distorted geometry. Source: OMol25; level of theory: ωB97M-V/def2-TZVPD.

Computed properties:
SMILES: C=C1C[C@H]1C=O
HOMO level (eV): -9.63
ΔE to the lowest compared entry with this formula, charge and spin (eV): 2.625
LUMO level (eV): 0.91
Frontier orbital gap (eV): 10.54

CARTESIAN COORDINATES (ANGSTROEM)
C 1.47948 -1.35581 0.02767
C 0.80159 -0.18768 0.01832
C 0.56046 1.24090 -0.04459
C -0.58683 0.25012 0.35016
C -1.84558 -0.01691 -0.40552
O -2.85468 -0.45373 0.07353
H 0.93584 -2.19917 0.20612
H 2.58991 -1.19485 0.02080
H 0.87128 1.74448 0.84297
H 0.76552 1.83752 -1.01573
H -0.86017 0.07339 1.40026
H -1.85683 0.26173 -1.47400

Cartesian forces (eV/Å) of the 3 atoms listed first:
1.7670 5.3994 -0.2258
-0.4608 -2.2002 -0.1399
0.6056 0.2444 -0.6490

A structure of composition C32H38N4O2Pd at a distorted geometry. Source: OMol25; level of theory: ωB97M-V/def2-TZVPD.

Computed properties:
HOMO level (alpha / beta) (eV): -13.32 / -14.38
Net charge: +2
Multiplicity: 5
ΔE to the lowest compared entry with this formula, charge and spin (eV): 0.000
LUMO level (alpha / beta) (eV): -5.71 / -9.51
Frontier orbital gap (alpha / beta) (eV): 7.61 / 4.87

CARTESIAN COORDINATES (ANGSTROEM)
Pd 0.05402 -0.35584 0.13797
C 3.51350 2.88469 -3.38903
C 2.74395 1.70828 -2.79071
C 1.28465 2.12157 -2.61474
C 3.39055 1.24324 -1.46115
C 4.46944 2.08494 -0.99528
C 5.06251 1.79144 0.22010
C 4.63469 0.64209 0.97942
C 3.85276 -0.29919 0.42135
C 3.56353 -1.64840 1.08846
C 4.40461 -2.75946 0.49312
C 3.91002 -1.65856 2.54589
C 3.04926 0.06830 -0.74185
N 1.90854 -0.65587 -1.04381
C 1.90534 -1.60255 -2.08127
O 2.75162 -1.73349 -2.94880
C 0.55391 -2.26746 -2.12691
C 0.21672 -3.24538 -3.07204
C -1.01912 -3.79101 -3.04781
C -2.00985 -3.31900 -2.19193
C -1.52420 -2.46932 -1.22143
N -0.25934 -2.01845 -1.08524
C -2.48091 -1.75140 -0.30228
O -3.70184 -2.05840 -0.27497
N -1.97701 -0.70325 0.44126
C -2.82067 0.19063 1.17524
C -3.28146 -0.19263 2.51223
C -4.16446 0.71020 3.16164
C -4.55044 1.91709 2.59017
C -4.18140 2.26496 1.30548
C -3.34090 1.33434 0.57174
C -2.95486 1.75007 -0.90170
C -2.36603 3.15503 -0.97815
C -4.16159 1.55008 -1.83547
C -2.99545 -1.47674 3.18797
C -4.19430 -2.26923 3.74341
C -1.76844 -1.28474 4.13113
H 3.18875 3.20167 -4.39524
H 4.54643 2.63141 -3.63170
H 3.46125 3.78482 -2.75771
H 2.75571 0.87651 -3.47468
H 1.04153 2.90948 -1.87806
H 0.61135 1.23683 -2.41168
H 1.04509 2.42580 -3.63483
H 4.78701 3.02506 -1.50589
H 5.91838 2.38167 0.51356
H 5.03148 0.44534 2.00123
H 2.53102 -1.91938 0.92972
H 5.44531 -2.43084 0.48578
H 4.01667 -2.96576 -0.49293
H 4.33227 -3.63687 1.09633
H 4.98325 -1.63139 2.78934
H 3.50190 -2.58139 2.89844
H 3.44090 -0.77300 3.07022
H 1.01381 -3.48349 -3.75041
H -1.32919 -4.57719 -3.77103
H -3.08143 -3.59689 -2.23840
H -4.49763 0.51725 4.19876
H -5.23202 2.59241 3.09775
H -4.60789 3.21282 0.93936
H -2.18906 1.08835 -1.20268
H -3.16684 3.86815 -1.02688
H -1.86557 3.35390 -1.89043
H -1.79422 3.33899 -0.06524
H -3.87476 1.21314 -2.83714
H -4.64236 2.52663 -2.06234
H -4.90543 0.93947 -1.36830
H -2.59766 -2.08384 2.34905
H -4.63011 -1.68327 4.54848
H -3.85556 -3.27609 4.04737
H -4.81056 -2.60880 2.85573
H -2.09635 -0.64708 4.99746
H -0.93662 -0.80801 3.59032
H -1.50391 -2.22640 4.65486
N 0.87704 2.51102 0.62408
C 0.24339 1.53701 0.48751
H 1.32727 3.45539 0.61820

Cartesian forces (eV/Å) of the 3 atoms listed first:
-0.4075 -1.0298 -0.6758
0.2741 0.3668 -1.0567
0.3684 0.2815 1.5008

Total energy per entry: -942.365374; -1251.385177; -189.291987; -625.452564; -271.708844; -5582.273141; -269.249783; -1738.785799 a.u.